Model A:
Below is a cluster of 2 separate species, C2H2Cl4Si in total, with properties calculated with ωB97M-V/def2-TZVPD.

Its spin multiplicity is 1. The calculation puts the gap between HOMO and LUMO (alpha / beta) at 0.3009 / 0.3009 Ha. The value obtained for the HOMO energy (alpha / beta) is -9.128 / -9.128 eV.

Element x y z (Å)
C -0.16 0.46 0.24
C 0.59 -0.64 0.30
Si -2.91 0.23 0.35
Cl 2.13 -0.39 -0.44
Cl -4.19 1.67 0.61
Cl -2.84 -0.65 -1.48
Cl -3.28 -1.39 1.56
H 0.01 1.38 -0.32
H 0.56 -1.64 0.74

Model B:
Below is a cluster of 2 separate species, C2H2Cl4Si in total, with properties calculated with ωB97M-V/def2-TZVPD.

Its spin multiplicity is 1. The calculation puts the gap between HOMO and LUMO at 0.3296 Ha. The value obtained for the HOMO energy is -10.313 eV.

Element x y z (Å)
C 0.16 -0.16 -0.02
C 1.02 -0.74 -0.80
Si 2.17 -2.24 -1.01
Cl 0.54 -0.58 -3.21
Cl 2.65 -2.66 0.89
Cl 3.97 -1.69 -1.84
Cl 1.44 -3.81 -1.92
H -0.59 0.51 -0.38
H 0.43 -0.58 0.96

What should be chosen as the most stable of them? Choose model B.

Model A:
Below is a structure of composition C32H41Ge2N2O3STi, with properties calculated with ωB97M-V/def2-TZVPD.

Its spin multiplicity is 2. The calculation puts the gap between HOMO and LUMO (alpha / beta) at 0.2439 / 0.2518 Ha. The value obtained for the HOMO energy (alpha / beta) is -13.221 / -13.221 eV. As for the charge: +2.

Element x y z (Å)
Ti 0.39 -0.46 -1.13
C -3.08 6.82 -2.80
C -2.41 5.48 -2.80
C -1.79 4.98 -1.66
C -1.19 3.73 -1.66
C -1.20 2.99 -2.83
C -1.80 3.46 -4.00
C -2.40 4.70 -3.97
S -0.48 1.42 -2.87
O -1.27 0.39 -2.13
O -0.18 1.05 -4.23
N 0.80 1.33 -1.89
C 2.13 1.69 -2.21
C 2.55 2.82 -2.85
C 3.94 3.04 -3.02
C 4.86 2.15 -2.53
C 4.44 0.97 -1.87
C 5.31 -0.01 -1.36
C 4.80 -1.13 -0.76
C 3.41 -1.29 -0.68
N 2.55 -0.39 -1.14
C 3.06 0.74 -1.73
H -2.95 7.33 -1.84
H -4.15 6.71 -2.98
H -2.67 7.45 -3.59
H -1.78 5.57 -0.75
H -0.70 3.36 -0.77
H -1.79 2.87 -4.90
H -2.88 5.09 -4.86
H 1.83 3.54 -3.22
H 4.27 3.93 -3.53
H 5.92 2.33 -2.65
H 6.38 0.14 -1.44
H 5.44 -1.90 -0.36
H 2.99 -2.17 -0.22
C 2.60 0.75 3.60
C 2.42 0.03 2.26
Ge 0.52 -0.11 1.80
C -0.27 1.60 1.18
C -0.92 2.32 2.37
C -0.60 -0.97 3.12
C -1.17 -2.09 2.64
Ge -0.44 -2.34 0.85
C 0.92 -3.75 0.57
C 0.53 -5.17 0.95
C -1.74 -2.18 -0.64
C -2.60 -3.45 -0.73
C -2.13 -2.97 3.32
C -2.42 -4.24 2.82
C -3.31 -5.08 3.46
C -3.94 -4.65 4.62
C -3.68 -3.39 5.13
C -2.78 -2.55 4.49
H 3.65 0.79 3.88
H 2.07 0.24 4.41
H 2.23 1.78 3.56
H 2.83 -0.98 2.31
H 2.95 0.56 1.47
H -1.02 1.42 0.41
H 0.52 2.21 0.74
H -1.72 1.73 2.80
H -1.35 3.27 2.05
H -0.20 2.54 3.16
H -0.78 -0.60 4.13
H 1.79 -3.44 1.17
H 1.24 -3.71 -0.48
H 0.28 -5.24 2.01
H 1.35 -5.86 0.76
H -0.33 -5.53 0.38
H -1.30 -2.05 -1.63
H -2.35 -1.30 -0.45
H -2.00 -4.34 -0.93
H -3.32 -3.35 -1.55
H -3.17 -3.62 0.19
H -1.92 -4.57 1.91
H -3.52 -6.06 3.06
H -4.64 -5.30 5.12
H -4.17 -3.05 6.03
H -2.59 -1.56 4.88
O 0.60 -1.50 -2.98
H 1.43 -1.86 -3.33
H 0.14 -1.07 -3.72

Model B:
Below is a structure of composition C32H41Ge2N2O3STi, with properties calculated with ωB97M-V/def2-TZVPD.

Its spin multiplicity is 2. The calculation puts the gap between HOMO and LUMO (alpha / beta) at 0.2451 / 0.2135 Ha. The value obtained for the HOMO energy (alpha / beta) is -13.487 / -13.488 eV. As for the charge: +2.

Element x y z (Å)
Ti 0.06 -0.31 -1.73
C 5.84 -3.54 2.66
C 5.19 -2.97 1.43
C 5.95 -2.40 0.41
C 5.36 -1.86 -0.71
C 3.98 -1.89 -0.81
C 3.19 -2.45 0.18
C 3.80 -2.99 1.30
S 3.21 -1.23 -2.23
O 2.35 -2.38 -2.79
O 4.17 -0.79 -3.18
N 2.13 -0.12 -1.79
C 2.62 1.21 -1.60
C 3.93 1.57 -1.39
C 4.29 2.93 -1.30
C 3.36 3.92 -1.42
C 2.00 3.57 -1.60
C 0.98 4.54 -1.67
C -0.33 4.15 -1.77
C -0.62 2.78 -1.81
N 0.31 1.84 -1.78
C 1.63 2.22 -1.66
H 6.86 -3.86 2.45
H 5.28 -4.39 3.04
H 5.88 -2.79 3.44
H 7.03 -2.39 0.50
H 5.96 -1.44 -1.51
H 2.11 -2.50 0.08
H 3.19 -3.45 2.07
H 4.71 0.83 -1.32
H 5.34 3.17 -1.15
H 3.64 4.96 -1.38
H 1.25 5.59 -1.64
H -1.14 4.86 -1.82
H -1.64 2.46 -1.87
C -4.32 2.19 -2.93
C -3.31 1.09 -3.30
Ge -2.87 -0.03 -1.75
C -3.46 -1.88 -2.00
C -5.00 -1.86 -1.95
C -3.23 0.64 0.02
C -2.49 0.36 1.09
Ge -0.65 -0.34 0.87
C 0.78 0.85 1.56
C 0.47 2.34 1.65
C -0.46 -2.11 1.70
C -1.35 -3.20 1.11
C -2.98 0.53 2.47
C -4.35 0.42 2.77
C -4.81 0.57 4.06
C -3.91 0.82 5.10
C -2.56 0.91 4.83
C -2.10 0.76 3.53
H -4.60 2.76 -3.81
H -3.92 2.88 -2.19
H -5.23 1.76 -2.51
H -2.42 1.53 -3.76
H -3.73 0.41 -4.05
H -3.06 -2.51 -1.20
H -3.12 -2.26 -2.96
H -5.36 -1.50 -0.98
H -5.40 -2.86 -2.09
H -5.42 -1.23 -2.73
H -4.21 1.11 0.15
H 1.69 0.67 0.99
H 0.98 0.44 2.56
H 0.30 2.79 0.67
H 1.30 2.87 2.12
H -0.43 2.54 2.25
H -0.73 -1.93 2.75
H 0.59 -2.40 1.71
H -2.40 -2.90 1.13
H -1.27 -4.13 1.67
H -1.09 -3.41 0.07
H -5.05 0.19 1.98
H -5.86 0.48 4.27
H -4.28 0.94 6.11
H -1.85 1.10 5.63
H -1.03 0.85 3.34
O -0.25 -2.02 -2.29
H 1.37 -2.36 -2.61
H -0.83 -2.70 -2.65

What should be chosen as the most stable of them? Choose model A.

Model A:
Below is the molecule C14H11N, with properties calculated with ωB97M-V/def2-TZVPD.

Its spin multiplicity is 1. The structure (SMILES) is C1=NCc2ccccc2-c2ccccc21. The calculation puts the gap between HOMO and LUMO at 0.3349 Ha. The value obtained for the HOMO energy is -8.824 eV.

Element x y z (Å)
C -0.10 0.11 2.26
N -1.38 0.51 2.03
C -1.76 1.21 0.81
C -1.70 0.19 -0.35
C -2.88 -0.37 -0.80
C -2.86 -1.46 -1.73
C -1.61 -1.97 -2.08
C -0.42 -1.28 -1.57
C -0.46 -0.22 -0.75
C 0.89 0.20 -0.10
C 1.99 0.49 -0.95
C 3.17 0.80 -0.37
C 3.38 0.85 1.04
C 2.27 0.55 1.87
C 0.99 0.28 1.33
H 0.28 -0.27 3.20
H -2.87 1.59 0.95
H -1.00 1.98 0.75
H -3.82 -0.16 -0.40
H -3.75 -1.85 -1.98
H -1.55 -2.88 -2.64
H 0.47 -1.76 -1.88
H 1.88 0.56 -1.98
H 3.98 0.94 -0.99
H 4.41 1.21 1.34
H 2.43 0.75 2.97

Model B:
Below is the molecule C14H11N, with properties calculated with ωB97M-V/def2-TZVPD.

Its spin multiplicity is 1. The structure (SMILES) is Nc1ccc2ccc3ccccc3c2c1. The calculation puts the gap between HOMO and LUMO at 0.3038 Ha. The value obtained for the HOMO energy is -7.668 eV.

Element x y z (Å)
N 2.99 0.44 -2.77
C 1.81 -0.01 -2.15
C 1.04 -0.92 -2.97
C -0.11 -1.41 -2.31
C -0.61 -1.09 -1.01
C -1.86 -1.64 -0.47
C -2.18 -1.20 0.73
C -1.38 -0.27 1.51
C -1.88 0.28 2.68
C -1.20 1.26 3.35
C 0.04 1.75 2.90
C 0.55 1.26 1.67
C -0.18 0.26 0.98
C 0.24 -0.16 -0.30
C 1.39 0.38 -0.86
H 3.52 0.98 -2.09
H 3.71 -0.23 -3.27
H 1.26 -0.99 -4.09
H -0.73 -1.93 -2.99
H -2.43 -2.27 -1.11
H -3.08 -1.57 1.27
H -2.96 -0.02 3.04
H -1.68 1.66 4.26
H 0.40 2.68 3.35
H 1.45 1.57 1.12
H 1.87 1.21 -0.46

What should be chosen as the most stable of them? Choose model B.

Model A:
Below is a cluster of 6 separate species, C12H36O12 in total, with properties calculated with ωB97M-V/def2-TZVPD.

Its spin multiplicity is 1. The structure (SMILES) is OCCO.OCCO.OCCO.OCCO.OCCO.OCCO. The calculation puts the gap between HOMO and LUMO at 0.3754 Ha. The value obtained for the HOMO energy is -9.940 eV.

Element x y z (Å)
O -2.36 5.81 6.24
C -2.74 4.96 7.29
C -3.45 3.75 6.61
O -4.17 2.93 7.43
H -1.46 6.06 6.47
H -1.84 4.64 7.81
H -3.24 5.40 8.15
H -2.76 3.03 6.18
H -4.21 4.06 5.90
H -4.51 2.18 6.94
O 0.76 -5.43 -0.03
C 1.93 -5.59 -0.85
C 2.96 -6.48 -0.21
O 4.16 -6.32 -1.00
H 0.08 -4.90 -0.44
H 1.71 -5.95 -1.86
H 2.30 -4.60 -1.09
H 2.61 -7.47 0.08
H 3.29 -5.91 0.66
H 4.88 -6.76 -0.53
O 7.44 0.90 -0.21
C 7.91 1.30 -1.45
C 8.85 2.55 -1.31
O 10.25 2.10 -1.31
H 8.14 0.53 0.35
H 8.34 0.38 -1.85
H 7.20 1.52 -2.25
H 8.61 3.10 -0.40
H 8.82 3.15 -2.22
H 10.53 1.98 -2.22
O -8.51 -4.07 0.13
C -7.20 -3.97 -0.46
C -6.52 -2.65 -0.23
O -5.26 -2.51 -0.77
H -8.82 -3.18 0.32
H -6.61 -4.77 -0.01
H -7.27 -4.33 -1.49
H -6.46 -2.49 0.85
H -7.10 -1.85 -0.67
H -4.72 -2.07 -0.11
O -0.85 0.10 2.13
C -0.35 1.29 1.62
C 0.94 1.11 0.79
O 1.95 0.80 1.68
H 0.02 -0.27 2.25
H -1.06 1.90 1.07
H -0.29 2.00 2.44
H 1.09 2.00 0.17
H 0.83 0.30 0.07
H 2.78 1.26 1.53
O -0.77 2.73 -7.32
C -1.63 1.69 -6.84
C -1.91 1.83 -5.31
O -2.55 3.11 -4.98
H -0.30 2.35 -8.07
H -2.65 1.64 -7.24
H -1.12 0.76 -7.09
H -1.02 1.69 -4.70
H -2.63 1.04 -5.06
H -2.03 3.61 -5.62

Model B:
Below is a cluster of 6 separate species, C12H36O12 in total, with properties calculated with ωB97M-V/def2-TZVPD.

Its spin multiplicity is 1. The structure (SMILES) is OCCO.OCCO.OCCO.OCCO.OCCO.OCCO. The calculation puts the gap between HOMO and LUMO at 0.3452 Ha. The value obtained for the HOMO energy is -9.235 eV.

Element x y z (Å)
O -0.81 1.60 1.26
C -0.37 2.92 0.86
C -0.14 3.05 -0.65
O 0.23 4.39 -0.87
H -1.52 1.30 0.79
H -0.96 3.78 1.27
H 0.60 3.14 1.47
H -0.98 2.83 -1.32
H 0.65 2.36 -0.94
H 0.45 4.42 -1.80
O 1.62 -1.09 1.17
C 0.28 -1.60 0.97
C -0.09 -1.19 -0.49
O -1.51 -1.45 -0.73
H 2.09 -1.41 0.36
H 0.13 -2.65 1.06
H -0.41 -1.04 1.63
H 0.44 -1.76 -1.21
H 0.11 -0.11 -0.58
H -1.73 -1.32 -1.72
O -1.86 -0.14 -3.23
C -1.00 0.34 -4.28
C 0.38 0.67 -3.78
O 1.24 0.93 -4.83
H -2.43 0.63 -3.18
H -0.77 -0.43 -5.07
H -1.42 1.19 -4.73
H 0.62 -0.15 -3.10
H 0.37 1.48 -3.09
H 2.12 0.61 -4.64
O 3.52 -1.91 -0.74
C 3.69 -0.92 -1.73
C 4.07 -1.61 -3.02
O 3.96 -0.60 -4.04
H 4.37 -1.93 -0.30
H 2.76 -0.40 -1.95
H 4.28 -0.16 -1.32
H 3.36 -2.40 -3.25
H 5.06 -2.10 -2.92
H 4.60 0.14 -3.88
O -5.23 0.15 3.44
C -5.00 0.58 2.07
C -3.57 0.06 1.66
O -3.37 0.47 0.32
H -5.87 0.70 3.91
H -5.76 0.29 1.36
H -4.97 1.67 2.03
H -3.49 -0.99 1.90
H -2.96 0.45 2.40
H -2.86 -0.14 -0.17
O -0.32 -0.53 5.38
C 0.17 -1.09 4.20
C 1.55 -1.57 4.65
O 2.34 -2.04 3.60
H -1.23 -0.26 5.22
H -0.41 -1.92 3.84
H 0.40 -0.33 3.51
H 1.54 -2.48 5.25
H 2.00 -0.71 5.21
H 2.03 -1.69 2.75

What should be chosen as the most stable of them? Choose model B.

Model A:
Below is a structure of composition C22H29BaN3O7, with properties calculated with ωB97M-V/def2-TZVPD.

Its spin multiplicity is 1. The calculation puts the gap between HOMO and LUMO at 0.3123 Ha. The value obtained for the HOMO energy is -14.373 eV. As for the charge: +2.

Element x y z (Å)
Ba -0.30 0.06 0.27
C 0.15 0.41 5.45
N 1.04 -0.56 4.81
C 1.84 -1.37 5.72
C 0.97 -0.76 3.50
O 0.20 -0.12 2.76
C 1.88 -1.81 2.89
O 1.72 -1.78 1.49
C 2.89 -2.06 0.74
C 3.01 -1.04 -0.38
O 2.08 -0.25 -0.60
N 4.13 -1.04 -1.10
C 5.24 -1.97 -0.90
C 4.32 -0.07 -2.17
H 0.73 1.02 6.14
H -0.63 -0.11 6.01
H -0.30 1.04 4.70
H 2.28 -0.72 6.48
H 2.65 -1.88 5.21
H 1.22 -2.11 6.23
H 1.63 -2.80 3.29
H 2.92 -1.59 3.16
H 2.84 -3.07 0.32
H 3.78 -2.01 1.38
H 4.95 -2.84 -0.32
H 6.08 -1.48 -0.41
H 5.57 -2.33 -1.88
H 3.60 0.74 -2.07
H 4.19 -0.55 -3.14
H 5.33 0.33 -2.11
C -4.29 -0.03 -1.88
C -3.77 0.02 -0.48
C -3.63 1.25 0.18
C -3.24 1.30 1.52
C -2.99 0.12 2.22
C -3.11 -1.10 1.57
C -3.49 -1.15 0.23
H -5.38 -0.10 -1.87
H -3.92 -0.90 -2.42
H -4.04 0.88 -2.44
H -3.85 2.16 -0.35
H -3.17 2.26 2.02
H -2.71 0.16 3.26
H -2.93 -2.02 2.11
H -3.60 -2.10 -0.27
O 0.23 4.92 0.15
C 0.01 3.63 -0.06
O 0.22 2.77 0.77
C -0.51 3.34 -1.43
C -0.76 4.36 -2.34
C -1.22 4.01 -3.60
C -1.40 2.66 -3.89
C -1.15 1.72 -2.90
N -0.71 2.05 -1.69
C -1.29 0.24 -3.11
O -1.55 -0.22 -4.32
O -1.14 -0.55 -2.20
H 0.58 5.06 1.05
H -0.59 5.39 -2.07
H -1.43 4.76 -4.34
H -1.76 2.39 -4.87
H -1.60 0.45 -5.01

Model B:
Below is a structure of composition C22H29BaN3O7, with properties calculated with ωB97M-V/def2-TZVPD.

Its spin multiplicity is 1. The calculation puts the gap between HOMO and LUMO at 0.3095 Ha. The value obtained for the HOMO energy is -14.267 eV. As for the charge: +2.

Element x y z (Å)
Ba 0.28 0.36 -0.16
C 0.23 1.09 4.84
N -0.95 1.55 4.11
C -1.98 2.24 4.91
C -1.02 1.46 2.80
O -0.14 0.98 2.07
C -2.29 1.98 2.09
O -2.21 1.72 0.69
C -3.39 1.19 0.10
C -3.08 -0.10 -0.69
O -1.89 -0.46 -0.77
N -4.08 -0.77 -1.22
C -5.48 -0.33 -1.14
C -3.84 -2.03 -1.94
H -0.10 0.52 5.71
H 0.80 1.95 5.19
H 0.85 0.46 4.20
H -2.13 1.69 5.84
H -2.94 2.26 4.40
H -1.67 3.25 5.14
H -2.39 3.05 2.25
H -3.18 1.50 2.50
H -3.81 1.93 -0.59
H -4.15 0.99 0.85
H -5.55 0.71 -0.85
H -6.04 -0.94 -0.43
H -5.93 -0.43 -2.12
H -2.87 -2.42 -1.68
H -3.91 -1.85 -3.02
H -4.62 -2.73 -1.65
C 3.93 1.27 -2.74
C 3.47 1.42 -1.31
C 3.81 0.48 -0.35
C 3.47 0.67 0.99
C 2.77 1.81 1.38
C 2.39 2.74 0.41
C 2.73 2.54 -0.92
H 4.91 1.72 -2.90
H 3.25 1.75 -3.44
H 4.04 0.21 -3.02
H 4.41 -0.38 -0.63
H 3.79 -0.04 1.75
H 2.53 1.98 2.42
H 1.86 3.64 0.70
H 2.46 3.29 -1.66
O 1.45 -4.04 1.23
C 1.19 -2.87 0.66
O 0.71 -1.91 1.21
C 1.59 -2.88 -0.83
C 2.11 -3.97 -1.49
C 2.41 -3.82 -2.84
C 2.15 -2.62 -3.48
C 1.59 -1.60 -2.75
N 1.33 -1.73 -1.45
C 1.12 -0.24 -3.33
O 1.12 -0.05 -4.64
O 0.71 0.63 -2.59
H 1.18 -3.97 2.15
H 2.29 -4.91 -0.98
H 2.84 -4.65 -3.39
H 2.39 -2.51 -4.54
H 1.46 -0.84 -5.07

What should be chosen as the most stable of them? Choose model A.